(1)
Molecular formula: C43H37AsFN4Pt
Method: DFT, ωB97M-V/def2-TZVPD

Last column: Mulliken charge in e.
Atoms and positions in Å:
H -1.85 2.08 -2.82  0.478
As 0.24 -1.65 0.51  0.246
C -0.93 -3.22 4.04  -0.698
C -3.35 -0.27 0.08  -0.283
C -1.95 -3.18 -0.83  -0.009
C -0.79 -2.83 2.72  1.583
H 3.61 5.18 0.53  0.516
C 3.04 -2.34 0.36  -0.082
C -1.01 2.93 1.25  1.409
H 5.10 -2.92 0.36  0.482
C -0.58 3.54 -0.06  -1.679
H -3.01 -4.56 2.64  0.491
H 1.58 0.20 -5.92  0.518
C 1.02 -0.93 -4.18  -1.368
C -1.62 -3.30 1.58  0.817
H -0.17 -3.04 6.03  0.467
H 2.25 3.30 1.44  0.626
N -2.49 0.54 -0.56  -0.028
H 4.73 2.78 -2.81  0.529
H -6.25 1.39 -0.35  0.476
H 1.28 3.15 -1.79  -0.002
Pt -0.21 0.66 -0.31  4.029
C -1.51 3.71 2.27  -0.997
H 3.37 0.89 -1.93  0.513
N -0.64 2.55 -1.17  0.138
C -2.98 1.67 -1.09  0.996
H 0.61 -3.82 -1.50  0.257
C 1.60 -3.58 -1.13  -0.295
C -4.32 2.02 -1.03  -1.206
C 3.95 -4.08 -1.03  -0.743
N 0.40 0.34 -2.25  0.671
H 0.00 3.54 -2.93  0.718
C 3.50 4.25 -0.01  -0.793
H 0.45 3.87 0.03  0.341
H -5.35 -0.71 0.68  0.537
H -1.97 1.26 4.55  0.597
H -4.23 -5.22 0.61  0.473
H -1.68 -2.80 -1.81  0.410
C -0.06 -2.72 5.01  -0.987
N -0.83 1.59 1.42  0.734
C -2.70 -4.16 1.68  -0.801
H 1.93 -0.77 3.08  0.303
C -1.26 -2.82 0.32  -0.997
C -1.20 1.02 2.58  0.028
C 4.12 -3.09 -0.07  -1.036
H 1.16 2.39 -4.80  0.619
H 2.30 -0.05 -0.03  0.473
C 4.17 4.08 -1.21  0.216
F 4.90 5.08 -1.69  -0.312
C -1.70 1.76 3.63  -1.161
C 0.60 1.48 -2.95  1.057
C -1.86 3.13 3.48  -0.705
H -2.34 3.54 -1.96  0.381
C 4.14 2.88 -1.91  -0.840
C 0.24 -1.94 2.39  -0.542
H -2.93 -1.16 0.53  0.654
H -1.20 4.41 -0.28  0.541
C 2.74 3.20 0.47  0.171
C 1.02 1.45 -4.27  -0.797
C 0.60 -0.84 -2.87  0.092
C -3.39 -4.54 0.53  -1.037
C 1.12 -1.45 3.35  -0.495
H 1.75 0.90 1.37  0.752
H 1.18 -1.90 -4.62  0.579
C -4.70 -0.01 0.17  -1.202
C 1.83 0.87 0.29  -1.158
H -1.71 -3.91 4.33  0.489
H -2.25 3.74 4.29  0.476
H -1.08 -0.05 2.66  0.368
C 0.97 -1.85 4.66  -0.976
H -4.66 2.94 -1.48  0.537
C -5.20 1.15 -0.40  -0.568
C 1.25 0.24 -4.89  -0.765
H 2.54 -5.12 -2.28  0.487
H -1.64 4.77 2.11  0.618
H 4.79 -4.67 -1.36  0.448
C -1.99 2.52 -1.82  -1.097
C 1.78 -2.57 -0.18  1.469
C 3.38 1.84 -1.41  0.064
C 2.63 2.00 -0.23  -1.536
C 2.68 -4.33 -1.55  -0.977
C -3.02 -4.06 -0.72  -0.931
H 0.42 -1.73 -2.29  0.522
H -3.56 -4.37 -1.60  0.493
H 3.20 -1.61 1.15  0.314
H 1.64 -1.49 5.43  0.518
C 0.36 2.79 -2.24  -1.619

HOMO energy = -16.078 eV
Spin multiplicity = 1
E_tot = -117932.27261 eV
HOMO-LUMO gap = 7.111 eV
Net charge = +3
Relative energy (zero: lowest compared OMol25 entry of this formula, charge and spin) = 108.8 kJ/mol

(2)
Molecular formula: C43H37Cl3CrN4O8S
Method: DFT, ωB97M-V/def2-TZVPD

Last column: Löwdin spin population.
Atoms and positions in Å:
H -0.82 1.25 -2.25  0.001
H 1.63 3.11 1.17  0.000
H 4.60 5.42 -1.48  0.000
H 1.13 1.92 -6.00  0.000
H -1.61 3.31 0.73  0.000
C -4.27 0.65 -1.48  0.000
S -3.54 0.40 0.12  0.003
C 1.94 3.05 0.12  0.003
C -5.34 -0.11 -1.91  0.000
C -3.71 1.62 -2.30  0.000
C 0.20 5.41 -1.19  0.000
C -1.34 -0.98 2.98  0.006
C 4.04 4.00 0.05  0.000
N -0.57 -1.83 0.04  -0.006
Cr -0.13 0.15 0.38  2.823
C 2.83 0.59 0.66  0.010
H 3.04 1.69 -1.13  0.000
O 4.19 2.63 0.31  0.000
H 3.35 2.47 4.97  0.000
C 1.84 3.21 -2.95  0.000
H 5.93 4.38 -0.91  0.000
Cl -1.27 -1.45 5.67  -0.001
H -0.65 0.82 -4.66  0.000
N -5.83 1.27 -5.29  0.000
C 2.70 0.64 2.19  0.002
O -0.09 1.91 -0.09  0.049
C -4.23 1.83 -3.57  0.000
C -5.87 0.11 -3.17  0.000
C 0.63 2.91 -0.69  0.009
C 6.45 -0.72 0.71  0.000
O -4.38 -0.49 0.86  0.003
C 2.99 1.95 -0.07  0.002
C -2.35 -3.79 -0.39  0.008
H -3.79 2.58 -4.22  0.000
H 1.87 -1.53 4.67  0.000
H 2.54 0.41 6.06  0.000
C -0.04 1.74 -2.83  0.002
H 3.47 2.61 2.52  0.000
C 1.94 2.96 -4.31  0.000
H 1.98 -1.37 2.21  0.000
O -0.73 -0.14 2.24  0.018
C 5.16 -2.07 -0.79  0.000
H -2.92 5.38 1.06  0.000
C -1.66 6.57 -0.20  0.000
H 5.09 -2.90 -1.48  0.000
O 1.75 -0.05 0.07  0.028
H 5.42 4.46 1.63  0.000
C 5.33 0.05 0.98  0.000
H 4.69 3.71 -1.99  0.000
C 2.22 -0.61 4.20  0.000
H 0.87 -3.25 0.39  0.000
H -2.23 7.48 -0.06  0.000
Cl -1.12 1.24 4.67  0.001
H -0.23 7.48 -1.52  0.000
N -2.10 -0.27 -0.26  0.007
C -5.32 1.08 -4.01  0.000
H -6.70 -0.49 -3.52  0.000
H 4.50 5.86 1.02  0.000
C 0.84 2.61 -2.18  0.001
C 4.11 -0.23 0.37  0.000
O 2.67 4.22 -0.25  0.001
H 3.09 -1.51 -0.98  0.000
C -0.17 4.23 -0.55  0.001
O -3.25 1.69 0.68  0.001
H -5.63 2.16 -5.72  0.000
C 3.04 1.63 4.37  0.000
H 3.71 4.67 2.07  0.000
N -2.78 -2.54 -0.49  -0.002
C -1.30 4.23 0.26  0.000
C 2.60 0.47 4.98  0.000
H 7.25 -2.39 -0.38  0.000
H 2.55 3.87 -2.47  0.000
C -2.04 5.40 0.43  0.000
C -1.79 -0.37 4.37  -0.002
C 6.37 -1.78 -0.17  0.000
H 1.07 5.43 -1.83  0.000
H -3.10 -4.56 -0.58  0.000
C 3.10 1.71 2.98  0.000
C -0.17 -3.09 0.14  0.005
H -6.77 0.95 -5.44  0.000
H -2.88 2.22 -1.93  0.000
O -1.58 -2.16 2.79  0.014
C 4.87 4.41 -1.17  0.000
H 5.40 0.87 1.68  0.000
Cl -3.56 -0.27 4.37  0.000
H -0.73 -5.16 0.03  0.000
H -5.74 -0.86 -1.25  0.000
C 4.04 -1.30 -0.52  0.000
H 2.73 3.44 -4.88  0.000
C 1.05 2.11 -4.94  0.000
H 7.39 -0.49 1.20  0.000
C 2.27 -0.53 2.82  0.001
C 4.45 4.80 1.28  0.000
C -1.88 -1.60 -0.24  0.011
C -0.53 6.57 -1.01  0.000
C 0.06 1.49 -4.19  0.000
C -1.05 -4.13 -0.06  -0.001

HOMO energy (spin up / spin down) = -6.044 / -6.066 eV
Spin multiplicity = 4
E_tot = -144361.61030 eV
HOMO-LUMO gap (spin up / spin down) = 8.499 / 8.519 eV
Net charge = -1

(3)
Molecular formula: C43H37CuN5OP2S2Se2
Method: DFT, ωB97M-V/def2-TZVPD

Last column: Löwdin spin population.
Atoms and positions in Å:
C 1.58 -6.63 -1.07  0.000
C -3.03 -1.90 -1.85  0.000
H 1.45 -3.62 1.34  0.000
H -2.44 -3.53 4.19  0.000
N 0.09 0.21 0.35  -0.001
H -4.34 -1.98 4.49  0.000
C 1.45 0.68 3.34  0.005
H 0.87 5.37 1.31  0.000
H -1.98 -0.28 5.03  0.000
H -4.27 -1.08 0.31  0.000
C -3.46 -0.15 -3.44  0.000
C 1.48 -4.47 0.66  0.000
Se -1.78 -4.78 -1.13  0.000
C 1.23 -5.74 1.14  0.000
O 2.61 0.96 2.90  0.052
C 0.99 8.09 -0.69  0.000
H -0.53 -3.11 -5.32  0.000
C -1.03 -0.02 4.58  -0.001
C 1.44 -2.35 -5.75  0.000
H -1.93 0.86 2.89  0.000
C -2.86 -3.03 3.34  0.000
C 1.62 7.29 1.87  0.000
C 0.13 5.80 -1.28  0.002
C 0.72 6.78 -0.30  0.000
N 1.19 -0.37 -0.04  0.000
N -0.99 -0.51 0.17  0.000
Cu 3.15 2.22 1.44  0.576
C 1.82 -5.35 -1.55  0.000
P 2.16 -2.58 -1.21  0.000
Se 4.08 -2.00 -0.62  0.000
C 1.88 -2.53 -3.02  0.000
C 1.86 3.73 -0.76  0.014
H 1.01 -5.89 2.18  0.000
H 1.08 -7.83 0.64  0.000
C -0.57 -1.66 -0.39  0.000
C -2.83 -2.53 0.98  0.000
C 2.88 -2.06 -3.85  0.000
C -1.28 2.19 1.01  0.002
H -3.14 0.77 -3.93  0.000
H -0.14 -3.28 -2.91  0.000
H -1.45 3.02 1.70  0.000
H -1.28 2.57 -0.01  0.000
C 1.04 6.39 0.99  0.000
H 0.19 -0.89 6.13  0.000
C 1.89 8.59 1.48  0.000
C -2.32 -3.22 2.08  0.000
C 1.37 -0.03 4.58  0.003
C 2.66 -1.97 -5.22  0.000
C 5.15 2.10 1.96  0.149
C 0.11 1.62 1.33  0.004
P -1.99 -2.75 -0.61  0.000
H 0.76 8.40 -1.71  0.000
H -6.01 -2.38 -3.40  0.000
C 0.83 -1.56 -0.53  0.000
H 3.44 -1.60 -5.87  0.000
H 1.26 -2.27 -6.82  0.000
S 3.51 3.67 -0.26  0.106
H -5.31 -0.28 -4.52  0.000
H -1.49 -3.90 1.95  0.000
C -5.06 -1.91 -3.14  0.000
S 1.38 4.79 -2.14  0.013
C -4.67 -0.73 -3.77  0.000
C 0.18 -0.36 5.18  0.000
H -0.42 6.34 -2.06  0.001
H -1.71 -0.24 -2.21  0.000
H -0.55 5.12 -0.78  0.000
H 2.35 9.29 2.17  0.000
H -2.07 1.46 1.11  0.000
H -4.53 -3.43 -1.73  0.000
H 5.64 3.08 2.01  0.011
H 1.62 -7.47 -1.75  0.000
C 0.43 -2.82 -4.92  0.000
C 0.65 -2.90 -3.55  0.000
H 1.89 6.96 2.87  0.000
H 5.66 1.50 1.21  0.012
C 1.28 -6.83 0.27  0.000
H 5.22 1.60 2.93  0.016
C 0.20 1.00 2.71  -0.001
C -4.24 -2.50 -2.20  0.000
H -5.26 -0.77 2.54  0.000
H 1.77 10.01 -0.14  0.000
C -3.93 -2.15 3.50  0.000
H 2.04 -5.20 -2.60  0.000
H 2.32 -0.28 5.03  0.000
C -3.89 -1.65 1.15  0.000
C -0.98 0.63 3.36  0.000
C 1.75 -4.26 -0.69  0.000
H 3.83 -1.76 -3.42  0.000
N 0.89 3.10 -0.23  0.000
N 1.18 2.40 0.93  0.036
C -4.45 -1.47 2.41  0.000
C -2.64 -0.72 -2.48  0.000
C 1.57 8.99 0.19  0.000

HOMO energy (spin up / spin down) = -0.675 / -1.348 eV
Spin multiplicity = 2
E_tot = -270271.44973 eV
HOMO-LUMO gap (spin up / spin down) = 4.328 / 5.002 eV
Net charge = -2
Relative energy (zero: lowest compared OMol25 entry of this formula, charge and spin) = 44.2 kJ/mol